Entry from OMol25: a cluster of 2 separate species, C12H30N6OP in total in a non-equilibrium geometry (the ωB97M-V functional and the def2-TZVPD basis).

Values from the calculation:
- Charge: +1
- F_max: 4.11 eV/Å
- HOMO-LUMO gap: 5.94 eV

Atoms and positions in Å:
C 1.513 -3.269 -1.598
C 0.301 -3.072 -2.696
C -1.102 -2.472 -2.017
C -0.823 -0.922 -1.563
C -2.190 -0.144 -0.996
N -1.868 0.522 0.357
C -1.081 1.677 0.327
N -0.482 2.261 -0.944
C 0.879 2.900 -0.658
C 1.582 1.968 0.521
P 3.399 2.419 0.897
C 4.077 3.754 -0.291
C 4.369 0.777 0.802
C 0.686 1.981 1.926
N 1.375 2.889 2.927
N -0.763 2.374 1.665
H 2.557 -3.006 -2.093
H 1.530 -4.409 -1.275
H 1.361 -2.601 -0.623
H 0.116 -4.106 -3.255
H 0.737 -2.342 -3.532
H -1.393 -3.202 -1.149
H -1.921 -2.567 -2.877
H -0.062 -0.889 -0.659
H -0.374 -0.368 -2.506
H -3.112 -0.877 -0.919
H -2.459 0.647 -1.830
H -2.239 0.138 1.279
H -1.123 2.902 -1.439
H 0.819 4.020 -0.324
H 1.478 2.861 -1.676
H 1.574 0.849 0.116
H 3.386 4.715 -0.137
H 4.061 3.460 -1.429
H 5.153 4.052 0.107
H 3.581 -0.101 0.975
H 5.175 0.641 1.655
H 4.840 0.564 -0.264
H 0.697 0.866 2.310
H 0.691 3.450 3.493
H 1.907 2.250 3.560
H -0.754 3.413 1.546
C -4.105 -3.014 1.854
O -3.143 -3.045 2.605
N -4.266 -2.061 0.918
N -5.090 -3.929 1.895
H -5.051 -2.019 0.290
H -3.547 -1.353 0.853
H -5.007 -4.663 2.586
H -5.890 -3.920 1.285

natural (NBO) atomic charge list, values in e, 4 entries: -0.64 -0.41 -0.43 -0.42


Entry from OMol25: a cluster of 2 separate species, C9H8Br in total in a non-equilibrium geometry (the ωB97M-V functional and the def2-TZVPD basis).

Values from the calculation:
- Charge: 0
- F_max: 3.48 eV/Å
- 2S+1: 2
- HOMO-LUMO gap (alpha / beta): 8.75 / 6.50 eV

Atoms and positions in Å:
Br 2.693 2.796 -0.253
H 2.857 1.721 -1.116
C 1.372 0.366 -3.189
C 2.501 -0.010 -3.939
C 2.748 -1.412 -3.696
C 1.789 -1.882 -2.773
C 0.918 -0.726 -2.425
C 0.197 -0.794 -1.206
C -0.079 -2.069 -0.709
C 0.568 -3.212 -1.220
C 1.575 -3.136 -2.194
H 1.044 1.394 -3.014
H 3.173 0.684 -4.394
H 3.589 -1.953 -4.117
H -0.149 0.129 -0.724
H -0.829 -2.142 0.084
H 0.283 -4.169 -0.795
H 2.052 -4.056 -2.567

natural (NBO) atomic charge list, values in e, 4 entries: -0.20 0.20 -0.15 -0.30


Entry from OMol25: a structure of composition C5H11N in a non-equilibrium geometry (the ωB97M-V functional and the def2-TZVPD basis).

Values from the calculation:
- Charge: 0
- F_max: 4.77 eV/Å
- HOMO-LUMO gap: 4.20 eV

Atoms and positions in Å:
C -2.394 -0.604 -0.161
C -2.294 0.829 -0.052
C -0.470 0.898 0.523
C 0.626 -0.090 0.119
N 2.032 0.151 0.436
C 2.954 -0.660 -0.191
H -2.474 -0.980 -1.229
H 0.649 -0.327 -0.910
H -2.922 -1.169 0.532
H -2.631 1.446 0.798
H -2.266 1.623 -0.860
H -0.301 1.841 -0.066
H -0.670 0.883 1.549
H 0.317 -0.932 0.574
H 2.667 -1.751 -0.293
H 3.811 -0.837 0.482
H 3.367 -0.322 -1.252

natural (NBO) atomic charge list, values in e, 4 entries: -0.32 -0.42 -0.26 -0.31


Entry from OMol25: a structure of composition C32H42NO5Re in a non-equilibrium geometry (the ωB97M-V functional and the def2-TZVPD basis).

Values from the calculation:
- Charge: -1
- F_max: 5.60 eV/Å
- 2S+1: 4
- HOMO-LUMO gap (alpha / beta): 4.11 / 6.31 eV

Atoms and positions in Å:
C 0.217 -0.661 -4.611
C -0.373 -1.686 -3.590
C 0.062 0.750 -4.013
C -1.068 0.601 -2.997
H -0.184 1.453 -4.803
H 0.999 1.043 -3.528
C -0.799 -0.822 -2.416
H 0.386 -2.452 -3.339
H -1.263 -2.178 -4.025
C 0.370 -0.709 -1.408
H -1.681 -1.233 -1.882
H -2.025 0.513 -3.531
C -1.205 1.610 -1.922
C 1.656 -0.894 -5.018
C -0.424 -0.761 -6.000
O -1.064 0.172 -6.459
O 2.426 -1.695 -4.545
O 1.967 -0.077 -6.044
O -0.188 -1.847 -6.784
C 0.311 -3.144 -6.347
H 0.114 -3.356 -5.276
H 1.387 -3.206 -6.561
H -0.237 -3.855 -6.974
C 3.262 -0.282 -6.601
H 4.031 0.098 -5.915
H 3.264 0.281 -7.525
H 3.440 -1.341 -6.789
O -0.104 0.101 -0.422
H 1.272 -0.250 -1.855
H 0.682 -1.742 -1.074
C -2.585 1.884 -1.496
C -0.172 2.638 -1.727
H 0.218 3.035 -2.684
H 0.679 2.230 -1.163
H -0.578 3.479 -1.143
H -2.636 2.198 -0.447
H -3.216 0.994 -1.618
H -3.037 2.710 -2.089
Re 0.366 -0.843 1.849
C -1.220 -1.346 3.108
C -1.791 -1.309 1.791
C -1.139 -2.319 1.011
H -2.598 -0.648 1.464
C -0.138 -2.929 1.819
C -0.194 -2.358 3.135
H 0.382 -2.651 4.000
H -1.582 -0.784 3.966
H -1.414 -2.612 -0.001
H 0.498 -3.761 1.509
C 2.234 0.666 1.984
C 2.157 -0.527 2.822
C 2.394 -1.665 1.950
H 2.175 -0.549 3.896
C 2.741 -1.161 0.645
C 2.637 0.252 0.683
H 2.903 0.933 -0.133
H 2.145 1.689 2.334
H 2.534 -2.689 2.289
H 3.095 -1.762 -0.184
C -1.903 1.194 6.512
N -1.072 0.225 5.827
C -0.761 -0.922 6.667
C 0.092 0.790 5.151
C -0.292 1.697 3.995
C -0.546 3.037 4.294
C -1.098 3.905 3.353
C -1.364 3.414 2.069
C -1.018 2.097 1.734
C -0.433 1.259 2.675
H -2.718 0.643 6.991
H -2.323 1.924 5.814
H -1.346 1.735 7.297
H -0.384 -1.743 6.051
H -0.007 -0.681 7.430
H -1.677 -1.241 7.162
H 0.716 1.381 5.864
H 0.707 -0.051 4.800
H -0.320 3.388 5.320
H -1.327 4.933 3.626
H -1.829 4.054 1.315
H -1.187 1.734 0.735

Löwdin atomic charge list, values in e, 4 entries: -0.24 -0.07 -0.06 -0.23


Entry from OMol25: a cluster of 2 separate species, H4OS in total in a non-equilibrium geometry (the ωB97M-V functional and the def2-TZVPD basis).

Values from the calculation:
- Charge: 0
- F_max: 6.70 eV/Å
- HOMO-LUMO gap: 10.57 eV

Atoms and positions in Å:
O -1.303 -1.730 2.615
H -1.167 -2.169 1.861
H -0.436 -1.633 3.127
S 1.047 1.718 -3.099
H 1.965 1.974 -2.100
H -0.106 1.841 -2.404

natural (NBO) atomic charge list, values in e, 4 entries: -0.94 0.46 0.47 -0.31


Entry from OMol25: a structure of composition C51H50GeMoN3O3PS in a non-equilibrium geometry (the ωB97M-V functional and the def2-TZVPD basis).

Values from the calculation:
- Charge: +1
- F_max: 1.40 eV/Å
- 2S+1: 2
- HOMO-LUMO gap (alpha / beta): 7.01 / 6.90 eV

Atoms and positions in Å:
Mo 1.047 -0.298 1.245
C -3.576 -6.178 1.053
C -2.250 -5.478 1.173
C -1.102 -6.179 1.535
C 0.130 -5.550 1.618
C 0.217 -4.195 1.340
C -0.917 -3.468 0.983
C -2.138 -4.115 0.900
S 1.789 -3.418 1.520
O 2.823 -4.375 1.244
O 1.846 -2.757 2.812
N 1.739 -2.253 0.377
C 3.022 -1.729 0.190
C 4.032 -2.259 -0.604
C 5.238 -1.593 -0.626
C 5.421 -0.422 0.118
C 4.375 0.067 0.854
N 3.194 -0.581 0.883
H -3.606 -7.076 1.669
H -3.758 -6.480 0.019
H -4.396 -5.526 1.354
H -1.173 -7.238 1.755
H 1.021 -6.105 1.885
H -0.852 -2.411 0.774
H -3.022 -3.551 0.620
H 3.853 -3.174 -1.149
H 6.057 -1.985 -1.218
H 6.369 0.097 0.116
H 4.444 0.975 1.432
C -1.040 -1.837 4.149
C -0.364 -0.477 3.973
C -1.313 0.647 4.365
C 0.926 -0.382 4.791
N -0.026 -0.336 2.542
H -1.417 -1.914 5.170
H -0.336 -2.650 3.972
H -1.884 -1.938 3.465
H -1.518 0.571 5.433
H -2.262 0.574 3.830
H -0.868 1.622 4.174
H 0.686 -0.464 5.852
H 1.402 0.588 4.629
H 1.616 -1.183 4.529
C 2.723 2.930 0.486
Ge 0.867 2.383 0.915
C -0.109 2.666 -0.793
C -1.419 2.843 -0.996
C -1.996 3.156 -2.317
C -1.256 3.291 -3.415
C 0.225 3.061 -3.392
C 0.775 2.595 -2.010
C 0.220 3.798 2.107
C 1.088 4.805 2.438
C 0.654 5.958 3.133
C -0.656 6.100 3.479
C -1.592 5.080 3.172
C -2.959 5.196 3.529
C -3.847 4.198 3.253
C -3.405 3.020 2.611
C -2.096 2.889 2.248
C -1.147 3.915 2.500
H 2.793 3.917 0.026
H 3.199 2.216 -0.187
H 3.297 2.955 1.416
H -2.123 2.836 -0.172
H -3.064 3.337 -2.361
H -1.710 3.598 -4.352
H 0.755 3.920 -3.811
H 1.760 3.011 -1.820
H 2.136 4.748 2.167
H 1.373 6.731 3.376
H -1.003 6.988 3.994
H -3.286 6.099 4.034
H -4.889 4.302 3.530
H -4.107 2.217 2.417
H -1.751 1.973 1.782
O -0.056 -0.226 -0.476
P -0.076 -0.177 -2.015
C 1.036 1.142 -2.618
C 0.703 1.732 -4.036
C 1.900 1.898 -4.924
C 3.143 1.604 -4.548
C 3.429 0.989 -3.244
C 2.459 0.704 -2.380
C -1.799 -0.054 -2.472
C -2.759 0.096 -1.474
C -4.103 0.119 -1.816
C -4.485 -0.009 -3.146
C -3.528 -0.189 -4.136
C -2.184 -0.229 -3.800
C 0.451 -1.757 -2.707
C -0.294 -2.862 -2.290
C 0.025 -4.131 -2.732
C 1.074 -4.308 -3.629
C 1.790 -3.213 -4.085
C 1.483 -1.936 -3.626
H -0.091 1.222 -4.580
H 1.714 2.311 -5.911
H 3.970 1.782 -5.225
H 4.453 0.723 -3.008
H 2.694 0.197 -1.447
H -2.452 0.205 -0.444
H -4.854 0.240 -1.044
H -5.534 0.017 -3.411
H -3.830 -0.313 -5.168
H -1.446 -0.421 -4.569
H -1.120 -2.735 -1.603
H -0.547 -4.981 -2.382
H 1.319 -5.301 -3.984
H 2.590 -3.344 -4.803
H 2.048 -1.093 -3.997

Löwdin atomic charge list, values in e, 4 entries: 1.51 -0.04 -0.26 -0.02


Entry from OMol25: a cluster of 3 separate species, C4H15N2O2 in total in a non-equilibrium geometry (the ωB97M-V functional and the def2-TZVPD basis).

Values from the calculation:
- Charge: +1
- F_max: 5.47 eV/Å
- HOMO-LUMO gap: 9.60 eV

Atoms and positions in Å:
C 0.472 2.326 -1.466
C -0.348 1.963 -0.162
C -0.768 0.532 -0.015
N -2.299 -0.918 1.672
C -2.893 -0.479 0.513
N -2.191 0.275 -0.338
H 1.027 3.263 -1.548
H 1.267 1.584 -1.619
H -0.092 2.268 -2.397
H -1.051 2.811 -0.012
H 0.523 2.043 0.622
H -0.486 0.301 0.998
H 0.045 -0.198 -0.580
H -2.776 -0.990 2.490
H -1.428 -1.308 1.740
H -4.036 -0.575 0.371
H -2.630 0.653 -1.286
H 4.637 -1.800 -0.595
H 5.644 -2.176 -1.733
O 4.977 -1.545 -1.527
H 1.473 -2.493 2.021
H 0.303 -3.091 1.163
O 0.630 -2.446 1.688

natural (NBO) atomic charge list, values in e, 4 entries: -0.62 -0.44 -0.27 -0.76


Entry from OMol25: a structure of composition CaH14N2O13 in a non-equilibrium geometry (the ωB97M-V functional and the def2-TZVPD basis).

Values from the calculation:
- Charge: 0
- F_max: 2.70 eV/Å
- HOMO-LUMO gap: 6.33 eV

Atoms and positions in Å:
Ca -0.360 -0.188 -0.166
N -0.526 -3.126 2.050
O 0.579 -3.532 2.415
O -0.598 -2.065 1.345
O -1.571 -3.731 2.330
N 1.821 0.981 2.292
O 1.772 2.232 2.124
O 1.479 0.258 1.310
O 2.147 0.483 3.354
O -2.671 0.427 -0.459
H -3.332 0.178 -1.114
H -2.686 1.396 -0.458
O 2.643 1.538 -1.987
H 2.462 2.476 -1.886
H 1.785 1.090 -1.976
O -1.261 0.740 1.940
H -2.197 0.928 1.810
H -1.207 0.364 2.827
O 1.455 -1.576 -0.782
H 1.582 -2.252 -1.453
H 2.308 -1.483 -0.334
O -1.201 -1.739 -1.663
H -1.838 -1.569 -2.365
H -1.063 -2.695 -1.679
O -0.157 0.844 -2.401
H -0.177 1.793 -2.576
H -0.816 0.473 -2.997
O 0.237 2.340 0.075
H 0.558 3.066 -0.465
H 0.831 2.351 0.891

natural (NBO) atomic charge list, values in e, 4 entries: 1.81 0.72 -0.47 -0.71


Entry from OMol25: a cluster of 10 separate species, BH22O9 in total in a non-equilibrium geometry (the ωB97M-V functional and the def2-TZVPD basis).

Values from the calculation:
- Charge: -1
- F_max: 7.26 eV/Å
- HOMO-LUMO gap: 9.34 eV

Atoms and positions in Å:
B 30.667 36.831 30.631
H 30.473 37.842 31.209
H 29.942 36.545 29.941
H 31.747 36.744 30.069
H 30.762 35.987 31.478
O 27.405 35.300 31.262
H 27.911 35.984 31.084
H 27.909 34.702 30.780
O 31.189 36.667 34.377
H 31.268 36.656 33.347
H 31.984 36.167 34.477
O 31.033 33.767 28.943
H 31.260 34.530 29.435
H 30.134 33.695 29.307
O 33.838 37.362 27.330
H 34.583 37.936 27.173
H 33.177 37.779 27.999
O 29.835 41.050 31.898
H 30.467 41.661 31.790
H 30.600 40.353 31.932
O 34.484 37.238 31.255
H 33.655 36.934 31.015
H 35.085 36.538 31.069
O 30.420 39.017 28.132
H 30.289 38.316 29.016
H 29.917 39.730 28.608
O 31.786 33.211 33.541
H 32.361 33.684 34.144
H 32.026 33.659 32.801
O 32.119 39.720 32.724
H 33.069 40.123 32.893
H 32.076 39.109 32.076

natural (NBO) atomic charge list, values in e, 4 entries: -0.83 -0.03 -0.03 -0.06


Entry from OMol25: a structure of composition C30H35BrFFeN9O7Se2 in a non-equilibrium geometry (the ωB97M-V functional and the def2-TZVPD basis).

Values from the calculation:
- Charge: 0
- F_max: 1.86 eV/Å
- 2S+1: 5
- HOMO-LUMO gap (alpha / beta): 7.86 / 7.85 eV

Atoms and positions in Å:
Fe 0.154 0.207 -0.144
F 3.661 4.478 2.154
C 2.927 4.378 1.029
C 1.585 4.487 1.099
N 0.800 4.458 -0.008
C -0.634 4.488 0.115
C -1.226 3.051 0.289
O -2.437 2.915 0.218
O -0.372 2.148 0.495
C 1.333 4.202 -1.258
O 0.648 4.122 -2.253
N 2.701 4.121 -1.289
C 3.613 4.175 -0.238
O 4.801 4.089 -0.439
H 1.087 4.628 2.049
H -1.060 4.916 -0.794
H -0.924 5.095 0.972
H 3.095 3.878 -2.192
C 3.072 -2.113 -0.073
N 2.421 -2.754 1.032
C 2.326 -4.100 1.239
C 1.650 -4.289 2.398
N 1.328 -3.054 2.891
C 0.674 -2.793 4.142
C 1.788 -2.110 2.037
Se 1.633 -0.292 2.227
H 3.639 -2.848 -0.642
H 3.744 -1.334 0.289
H 2.323 -1.642 -0.719
H 2.741 -4.803 0.545
H 1.364 -5.192 2.897
H 0.289 -3.728 4.544
H -0.140 -2.086 3.990
H 1.378 -2.345 4.845
O -1.311 -1.065 1.074
C -1.980 -1.316 2.062
C -3.080 -2.337 2.053
C -4.328 -1.489 1.717
C -4.545 -0.241 2.592
C -3.596 0.942 2.321
C -2.216 0.834 3.006
N -1.902 -0.577 3.210
H -3.190 -2.816 3.026
H -2.907 -3.088 1.282
H -5.207 -2.134 1.796
H -4.248 -1.164 0.679
H -4.527 -0.506 3.653
H -5.553 0.110 2.373
H -4.074 1.867 2.642
H -3.446 1.036 1.244
H -2.200 1.330 3.977
H -1.446 1.270 2.366
H -2.450 -0.961 3.971
O 1.871 1.459 -1.308
N 1.948 0.683 -2.269
O 1.333 -0.417 -2.088
Br -5.634 2.638 -2.626
C -3.959 1.798 -2.350
C -3.910 0.518 -1.821
C -2.662 -0.026 -1.585
N -1.520 0.604 -1.850
C -1.586 1.805 -2.413
C -2.785 2.448 -2.682
H -4.812 -0.025 -1.583
H -2.557 -1.020 -1.171
H -0.649 2.292 -2.649
H -2.783 3.434 -3.117
C -2.443 -4.481 -3.338
N -1.253 -3.762 -3.685
C -0.449 -3.094 -2.821
Se -0.609 -3.025 -1.014
N 0.535 -2.497 -3.519
C 0.365 -2.755 -4.854
C 1.097 -2.380 -5.966
C 0.650 -2.842 -7.191
C -0.478 -3.651 -7.303
C -1.214 -4.034 -6.194
C -0.772 -3.576 -4.964
H -2.543 -4.461 -2.252
H -2.374 -5.516 -3.675
H -3.316 -4.008 -3.794
H 1.099 -1.743 -3.107
H 1.970 -1.755 -5.864
H 1.192 -2.568 -8.083
H -0.790 -3.991 -8.279
H -2.087 -4.661 -6.287

Löwdin atomic charge list, values in e, 4 entries: 0.73 0.07 -0.17 0.04